1.
98
Properties=species:S:1:pos:R:3:lowdin_charge:R:1 method="wB97M-V/def2-TZVPD" energy_ev=-157150.338 charge=+3 homo_energy_ev="-13.7 / -13.7" de_lowest_kcal_mol=2.2 gap_ev="4.51 / 4.48" lumo_energy_ev="-9.2 / -9.2"
C 7.13650 2.03638 -1.22189 -0.066
H 3.03643 3.84304 1.93849 0.144
H 0.25412 -1.57134 -8.05081 0.125
H 8.02709 1.53901 -1.58147 0.112
H 1.20342 -3.27158 -6.52387 0.114
C -0.64363 -1.36492 3.10907 -0.163
H 4.18007 -1.36293 -3.00070 0.169
H -1.53545 1.92454 4.79668 0.124
C 5.14307 1.94525 0.18917 -0.015
O -4.13761 1.41068 0.76346 0.074
C 0.41897 2.25826 -1.02183 -0.096
O -1.05085 -0.73308 -2.23201 -0.076
N -7.34633 -0.54047 1.00886 0.098
H 5.06312 -2.96186 -0.66015 0.141
C -0.28756 -0.22540 -6.46877 -0.037
H -5.61719 1.02851 2.01802 0.088
C -0.12065 -2.49210 5.21051 -0.677
C -0.54888 -1.30925 4.50329 -0.199
I 0.74653 -5.40290 2.13590 1.006
O -0.43135 -2.62096 1.12608 -0.164
H -0.23012 2.02182 -1.84552 0.115
H 0.57483 -4.50718 5.07173 0.088
C -0.87901 -0.08832 5.11874 -0.003
H -0.80852 0.00633 6.19461 0.076
C 1.17220 3.35880 -0.83049 0.007
H -7.71773 -0.80655 4.19423 0.132
H -4.55952 -1.24490 -1.81830 0.124
C 1.85340 1.49345 2.23722 0.016
H 2.64633 -2.16402 -0.62216 0.104
C 0.17874 -3.70278 3.13672 -0.661
C -7.15485 -0.28967 2.30148 -0.431
C 4.74617 -2.00677 -1.07603 -0.122
H -7.96653 -1.30626 0.79405 0.163
C 0.19285 -0.97759 -4.23206 -0.189
H 1.33706 4.23640 -1.43298 0.144
N 1.78581 3.19117 0.39226 0.017
H -4.18463 -1.11560 1.17732 0.158
H -8.61908 -1.55468 2.95110 0.134
N -7.80662 -1.02178 3.21549 0.212
C 2.78003 4.12768 0.91999 -0.043
H -5.51061 0.95832 -1.39083 0.118
N 4.18137 5.34970 -0.60837 0.079
C -0.30764 -2.58897 2.36736 -0.457
N 0.56169 1.41489 0.07193 0.015
C 0.12871 -0.76247 -2.75815 -0.610
C -3.39554 0.58011 0.26492 -0.559
C 0.76546 -2.36449 -6.13176 -0.095
C 5.72662 3.93175 -1.09717 -0.211
C 0.24310 -1.39953 -6.98313 -0.034
C 0.73151 -2.13433 -4.76949 -0.567
C -6.05331 0.05066 -1.12971 -0.150
H 2.35343 5.12814 0.92271 0.151
H 7.51290 3.86171 -2.30452 0.130
H 5.38881 -2.50014 -3.02056 0.176
C 0.23728 -3.64101 4.51871 -0.222
H -6.58483 -0.25299 -2.03195 0.121
N -6.29778 0.64888 2.68318 0.226
H -2.88402 -2.67661 0.07280 0.132
H -5.55539 -1.99619 -0.59986 0.124
N 4.52501 -2.21782 -2.55435 0.188
H 4.50310 1.41474 0.88172 0.073
H 6.56064 0.36439 -0.00070 0.093
N -2.74632 -1.71042 -0.20100 0.040
I -0.04134 -2.54061 7.25852 1.054
H -8.07279 0.54203 -0.57301 0.133
H 2.93368 1.57110 2.35318 0.075
H 5.56040 -1.29186 -0.98058 0.105
N -1.02790 -0.31669 2.36262 0.048
Br 1.47872 -3.46216 -3.61549 0.867
H -0.73942 0.89539 -4.69630 0.127
H -1.63917 1.64264 2.31739 0.123
H -6.26506 0.94471 3.64321 0.136
H -6.87668 1.38906 0.36851 0.119
H 4.40319 -0.78044 1.29117 0.064
C 3.47710 -1.48600 -0.40926 -0.282
C -1.33703 0.82623 2.96187 -0.110
C -7.11010 0.42716 -0.07773 -0.124
H 3.81356 -2.93835 -2.74694 0.056
H 1.57849 0.44559 2.32769 0.069
C 4.89333 3.26259 -0.21014 -0.165
N 3.59780 -1.34099 1.03489 0.042
H 3.70076 -2.24243 1.48749 0.087
N 3.93485 4.18771 0.08103 -0.062
H 3.21088 -0.51954 -0.84199 0.098
O 1.14143 -0.63612 -2.05904 -0.022
C 6.86634 3.32434 -1.62414 0.017
H 1.40075 2.05559 3.05586 0.100
C -3.88939 -0.85576 0.15695 -0.248
C -0.31560 -0.01641 -5.09879 -0.004
C 1.39960 2.00996 0.91423 -0.299
H -2.62106 -1.69477 -1.21049 0.074
O -2.19913 0.86749 -0.16394 -0.126
N 5.23178 5.21116 -1.30422 0.104
C -5.04187 -1.06609 -0.85440 -0.118
Sn -0.67649 -0.51236 -0.12437 1.548
H -0.68930 0.52571 -7.13518 0.123
C 6.28471 1.36134 -0.32410 -0.092
C -1.27987 0.97402 4.34824 -0.019


2.
99
Properties=species:S:1:pos:R:3:lowdin_charge:R:1 method="wB97M-V/def2-TZVPD" energy_ev=-87585.914 charge=-1 homo_energy_ev=-2.2 gap_ev=1.56 lumo_energy_ev=-0.7
O 7.77028 -0.39569 -1.65810 0.080
O -11.01868 -4.79588 -0.36599 0.098
C -1.82371 2.94089 6.34327 -0.237
C -3.89944 1.89756 5.29932 0.079
H 2.11101 1.15872 0.71443 0.085
H -5.80738 1.44709 2.46208 0.103
C 1.06777 1.14772 0.41711 -0.112
C 4.47555 -0.99905 -0.53123 -0.224
O 3.86244 -1.56312 -4.23934 0.095
C -3.70839 4.33540 5.82508 -0.313
C -8.74673 -1.88690 -0.12549 0.086
C 6.98999 -0.24037 0.55694 -0.223
C -4.44434 3.12278 5.30876 -0.217
C 12.04420 2.36593 -0.99700 0.077
H -0.49242 1.70418 6.64826 0.116
H 5.37143 -1.10111 -2.45548 0.112
O 13.39954 3.61827 -4.03443 0.097
H -11.06227 -3.74705 -2.83133 0.127
O -5.66268 3.38496 4.85919 0.108
C 0.16900 0.35457 1.12406 -0.051
C -8.82820 -1.43460 -1.38665 -0.232
C -9.69501 -2.09323 -2.43340 -0.319
C 3.00359 -2.32484 -4.64858 -0.299
C -6.23169 0.42541 2.65834 -0.407
C 5.96551 -0.33686 1.42001 0.072
C -2.55626 1.73045 5.80672 -0.305
C 12.85108 2.99913 -1.86063 -0.234
H -4.49972 -1.78810 2.47631 0.093
H -5.79742 4.34744 4.94806 0.126
H 3.97733 -0.93455 -6.11909 0.118
C 6.80179 -0.51517 -0.92447 -0.282
H 6.08393 -0.14473 2.47704 0.135
O 8.20541 0.09930 0.95150 0.113
C 1.06959 -4.01735 -5.87129 -0.312
C -2.14408 -0.56085 1.56531 -0.160
C -3.54548 0.02025 1.80615 -0.213
O -7.96177 1.71876 3.83177 -0.115
H -7.08396 2.02289 4.08970 0.015
O 3.66506 -0.83262 1.64045 0.102
H -5.81835 0.11320 3.66094 0.095
O 3.40307 -1.36159 -6.78586 0.115
C 10.90017 1.65373 -1.51536 -0.280
H -4.47486 -1.53658 0.70887 0.088
H 0.06402 -5.37555 -4.38018 0.121
H 1.33446 2.52003 -1.22372 0.092
H 2.49371 -3.27340 -2.75921 0.129
O 10.08665 1.05332 -0.83821 0.089
C -1.59624 1.06066 -0.32193 -0.039
C 1.78457 -3.06602 -6.69791 0.072
O -9.71317 -1.59345 -3.54702 0.082
H -8.17021 -0.27403 3.27255 0.102
O -1.94653 0.67605 5.84556 0.102
C 11.46980 2.26435 -3.86912 0.070
C -0.69995 1.85030 -1.03594 -0.092
H -1.85123 5.03386 6.72952 0.130
O 3.24617 -1.34184 -0.87228 0.115
H 2.70239 -1.29365 -0.05846 0.115
H -2.64079 1.03879 -0.61126 0.110
O -9.55698 -3.56464 1.34393 0.098
H 9.15687 0.54930 -2.60013 0.085
H 0.52557 -0.23365 1.96405 0.107
C -2.36858 4.16395 6.35058 0.066
C 10.65714 1.62429 -3.01086 -0.225
C -4.67106 -1.02687 1.66581 -0.381
O 13.92481 3.68203 -1.50291 0.118
H -3.77726 0.83337 1.10977 0.094
H -3.55619 0.46684 2.80586 0.077
H -8.21440 0.90334 1.95073 0.100
H 1.55828 -3.03379 -7.75406 0.134
C 12.60345 2.99405 -3.35431 -0.317
O 0.64383 -4.94394 -3.72218 0.125
H -4.42252 1.03024 4.91569 0.110
O 9.60348 0.93171 -3.38933 0.128
C 5.49312 -0.90038 -1.40064 0.076
H -1.06708 2.43147 -1.87409 0.096
O -4.29033 5.40500 5.77227 0.097
C -7.72062 0.65008 2.89553 -0.270
H -8.42181 -0.28349 -2.77585 0.110
C -9.52019 -3.05273 0.23759 -0.304
O 0.23647 -4.80096 -6.28743 0.105
C 2.27737 -3.25814 -3.81821 0.081
H -8.10290 -1.42036 0.62599 0.105
H -1.66928 -0.75447 2.53233 0.104
C -10.37303 -3.72853 -0.81699 -0.241
N -6.00296 -0.52189 1.63319 -0.146
C 4.65433 -0.71593 0.94230 -0.314
H 14.30592 4.03296 -2.33359 0.120
H 11.30989 2.25500 -4.93771 0.135
C -1.18430 0.30339 0.77612 -0.213
H 8.82181 0.13882 0.19417 0.077
C 0.64080 1.90024 -0.66837 -0.110
H -10.75736 -4.86113 0.57753 0.113
C -10.45464 -3.27414 -2.07266 0.058
C 1.36339 -4.05682 -4.38818 -0.230
H 12.21079 2.36693 0.07075 0.136
H -2.22016 -1.53369 1.06410 0.114
O -8.16939 -0.37575 -1.83851 0.113
O -0.60862 2.66581 6.79589 0.107
C 2.69381 -2.26537 -6.12655 -0.234


3.
50
Properties=species:S:1:pos:R:3:lowdin_charge:R:1 method="wB97M-V/def2-TZVPD" energy_ev=-33103.358 homo_energy_ev=-8.0 gap_ev=7.51 lumo_energy_ev=-0.5
H 0.64996 2.63022 1.49239 0.112
C 0.98991 0.10829 0.40054 -0.032
H 3.87113 -3.49156 -0.05641 0.105
H -0.09532 -1.84466 -0.00112 0.135
C 0.65400 -0.10490 1.85583 -0.300
C -0.67427 -0.02731 -2.91216 -0.023
H -1.53987 0.57825 -2.63010 0.099
C 4.16350 -0.45513 -1.62711 -0.092
H -0.42561 0.93812 -4.83959 0.106
H 5.31171 -2.29743 -1.73125 0.101
C 4.44829 -1.78905 -1.28795 -0.094
C 1.45948 -1.70138 -3.68616 -0.080
C 3.08172 0.21088 -1.03407 -0.030
C 2.27469 -0.44745 -0.06087 -0.213
C -0.13214 2.32144 2.18269 -0.036
H -4.88479 1.21683 1.62019 0.116
C -3.17237 1.48919 0.36685 -0.249
H 2.08110 -2.22781 1.12378 0.101
H 2.86398 1.26243 -1.28634 0.117
C 3.65985 -2.45771 -0.33608 -0.081
H -2.73048 1.13919 4.85435 0.110
H 1.12376 -2.71391 -1.82193 0.110
C -2.05733 0.95125 -0.24429 0.007
H 2.27842 -2.36411 -3.98550 0.110
H -2.38902 -2.25721 0.93017 0.121
C -0.16066 -0.97323 -1.99341 -0.194
C -3.72555 -0.63334 1.36966 -0.075
C -0.05160 0.16158 -4.15869 -0.077
C -1.76163 -0.41036 -0.06981 -0.198
C -2.00042 1.46654 4.09865 -0.079
C -2.61897 -1.19780 0.75754 -0.025
C -1.91506 2.83329 3.75360 -0.081
C -1.14045 0.55648 3.49961 -0.030
H 4.81513 0.08357 -2.33128 0.105
H -4.39765 -1.22566 1.99306 0.110
O 0.92270 -1.14084 2.49148 0.051
F -3.46615 2.80058 0.13012 0.045
C 0.83283 -1.88803 -2.46699 -0.034
H -1.15679 -0.49298 3.81431 0.121
C 2.63482 -1.77122 0.30671 -0.046
H -2.59537 3.56307 4.20505 0.104
H -1.39695 1.56615 -0.84077 0.119
C -0.20505 0.96335 2.51674 -0.147
C -0.49433 -0.97017 -0.57115 -0.051
C 1.01374 -0.66649 -4.53418 -0.086
H -0.93691 4.31266 2.47459 0.108
C -4.01813 0.73134 1.18828 -0.005
H 1.45657 -0.56384 -5.53275 0.102
H 0.56124 0.97106 -0.16471 0.119
C -1.00566 3.25782 2.77847 -0.074


4.
56
Properties=species:S:1:pos:R:3:lowdin_charge:R:1 method="wB97M-V/def2-TZVPD" energy_ev=-183029.648 charge=-2 homo_energy_ev=0.0 de_lowest_kcal_mol=35.9 gap_ev=3.22 lumo_energy_ev=3.3
H -3.04953 0.99068 -2.01798 0.087
C 2.51302 -0.50087 6.61770 -0.097
Te 0.31603 1.01591 -3.17494 -0.149
H -7.00399 5.22748 3.30479 0.098
H -6.13564 -1.59036 1.33941 0.138
O 1.56862 -1.37864 2.16817 -0.362
N -2.88509 0.38487 0.02145 0.119
N -5.00059 -0.17298 0.29001 -0.043
Rb 0.56876 0.20589 0.48992 0.733
H -3.76909 -1.51306 2.43083 0.088
C -7.20552 3.18648 3.87058 -0.018
C 1.74457 -0.23135 5.49925 -0.014
C -6.91043 4.19975 2.98008 -0.100
C 2.46109 -2.32286 4.53810 -0.012
C -3.51617 -0.46299 2.27743 0.015
H -6.26474 4.77493 1.01817 0.105
H -6.00061 2.45029 0.18931 0.104
H 2.54197 0.21708 7.42548 0.094
C -7.06637 1.87455 3.40502 -0.244
C -3.76570 -0.07358 0.87200 -0.351
N 1.03546 -0.88977 3.23801 -0.318
C -6.48990 3.94593 1.67503 -0.074
H -4.12973 0.12880 2.95547 0.077
C -6.63261 1.62656 2.07577 -0.162
H 3.87547 -1.86004 7.56635 0.088
N -6.61414 0.26461 1.99423 -0.064
C 0.32887 -2.78184 -2.18870 -0.282
H 2.43230 -3.01915 3.71553 0.110
H -7.52482 3.38774 4.88187 0.106
H -5.69148 0.32807 -1.67631 0.106
O -0.61427 0.20484 4.18348 -0.195
Se 0.33042 -0.60541 -5.04636 -0.504
N 0.26114 -2.00979 -1.34783 0.083
C -6.34378 2.65094 1.19198 0.007
C -3.54838 0.60506 -1.14853 -0.117
Te 2.47321 2.40722 -4.02651 -0.150
N -0.06417 -0.25415 3.12498 -0.173
C -0.76766 -4.78672 -3.03540 -0.105
H -2.46941 -0.30330 2.52382 0.053
C 3.26659 -1.66025 6.69586 -0.119
N -7.27364 0.68324 4.01421 0.056
C 3.22417 -2.57815 5.65794 -0.101
H 3.79527 -3.49536 5.71497 0.094
N -7.00014 -0.26737 3.19421 0.061
Se 2.59743 3.86992 -2.03712 -0.651
H -0.82840 -5.11216 -1.99732 0.069
H 1.15577 0.66899 5.44226 0.100
C -6.22948 -0.58562 0.90831 -0.087
H -7.01732 -0.59727 0.13797 0.141
H 0.26461 -3.24668 -4.18168 0.018
H -1.71630 -4.32883 -3.30164 0.074
C 1.72707 -1.14150 4.44461 -0.157
C -4.85924 0.27149 -1.00333 -0.093
H 1.33968 -4.26886 -3.20274 0.116
H -0.61438 -5.65970 -3.66825 0.062
C 0.36516 -3.77507 -3.22697 -0.259


5.
9
Properties=species:S:1:pos:R:3:lowdin_charge:R:1 method="wB97M-V/def2-TZVPD" energy_ev=-20125.958 homo_energy_ev=-10.5 de_lowest_kcal_mol=51.2 smiles="F[C@]1(S)C=NN=N1" gap_ev=9.33 lumo_energy_ev=-1.2
C 0.71071 0.76382 0.56564 -0.127
F 0.77118 -0.13800 -1.75483 0.084
H -1.71940 -0.68961 -1.05481 -0.127
C 0.18589 0.02541 -0.59867 -0.794
N -0.24979 -1.20939 0.11479 -0.012
S -1.58931 0.60381 -0.83480 0.855
N -0.03184 -1.06401 1.34629 -0.023
N 0.66020 0.04663 1.62211 0.036
H 1.26236 1.66134 0.59428 0.109